1.
This record from the Open Molecules 2025 dataset describes C30H28N5O3PS2ScSe4 as an isolated structure at a distorted geometry. The level of theory is ωB97M-V with the def2-TZVPD basis set.

As for the energy above the lowest of the compared OMol25 structures with the same formula, charge and spin: 1.010 eV. The calculation puts the HOMO energy at -3.4 eV. Its energy is -358209.5571 eV. The HOMO-LUMO gap is 5.45 eV. The charge is -1.

Geometry (Å):
Sc1 0.039 -0.561 -0.319
Se1 -2.665 -0.546 -0.220
Se2 -3.076 0.802 -2.061
Se3 -1.162 1.900 -2.653
Se4 0.233 0.480 -3.819
S1 -0.591 -5.172 -1.494
C1 -0.024 -4.376 -2.899
C2 0.172 -3.043 -2.709
C3 -0.117 -2.566 -1.392
C4 -0.553 -3.629 -0.622
C5 -0.999 -3.589 0.740
C6 -1.575 -4.705 1.371
C7 -2.014 -4.608 2.670
C8 -1.898 -3.385 3.323
C9 -1.325 -2.333 2.635
N1 -0.864 -2.411 1.392
H1 0.125 -4.951 -3.795
H2 0.498 -2.404 -3.519
H3 -1.673 -5.627 0.818
H4 -2.453 -5.464 3.167
H5 -2.243 -3.257 4.338
H6 -1.230 -1.362 3.113
O1 0.905 3.500 -0.055
C10 0.325 2.608 0.562
O2 -0.072 1.499 0.085
C11 0.053 2.750 2.065
P1 -0.876 1.182 2.447
C12 -0.881 1.405 4.280
C13 -1.580 2.415 4.933
C14 -1.505 2.543 6.307
C15 -0.708 1.682 7.046
C16 0.008 0.685 6.403
C17 -0.082 0.549 5.029
C18 -2.574 1.775 2.125
C19 -3.614 1.184 2.838
C20 -4.923 1.546 2.591
C21 -5.211 2.496 1.624
C22 -4.186 3.060 0.885
C23 -2.873 2.700 1.130
H7 -0.505 3.661 2.301
H8 0.997 2.787 2.622
H9 -2.204 3.089 4.362
H10 -2.062 3.328 6.802
H11 -0.660 1.783 8.122
H12 0.624 0.006 6.976
H13 0.465 -0.237 4.523
H14 -3.394 0.414 3.566
H15 -5.722 1.064 3.134
H16 -6.235 2.776 1.422
H17 -4.405 3.767 0.094
H18 -2.094 3.127 0.515
S2 4.042 0.050 2.430
C24 3.413 -1.515 2.766
C25 2.147 -1.618 2.293
N2 1.663 -0.503 1.685
C26 2.539 0.445 1.688
H19 4.012 -2.245 3.272
H20 1.530 -2.495 2.349
H21 2.396 1.409 1.240
C27 3.879 1.192 -4.205
N3 3.574 0.700 -2.885
C28 3.581 -0.713 -2.602
C29 2.734 -0.762 -1.337
O3 2.502 -1.746 -0.642
N4 2.225 0.460 -1.102
C30 2.659 1.284 -2.074
N5 2.387 2.576 -2.098
H22 4.663 0.571 -4.631
H23 4.232 2.222 -4.146
H24 2.992 1.134 -4.847
H25 4.589 -1.108 -2.454
H26 3.063 -1.272 -3.390
H27 1.694 2.933 -1.411
H28 2.453 3.067 -2.973



2.
This record from the Open Molecules 2025 dataset describes one molecule with the formula C22H27FN4O3. The level of theory is ωB97M-V with the def2-TZVPD basis set.

As for the energy above the lowest of the compared OMol25 structures with the same formula, charge and spin: 0.000 eV. The calculation puts the HOMO energy at -8.0 eV. Its energy is -38073.3574 eV. The HOMO-LUMO gap is 8.58 eV. The charge is 0.

Geometry (Å):
C1 1.417 -0.848 4.898
H1 2.223 -0.797 5.637
O1 1.921 -0.957 3.591
C2 2.678 -2.062 3.277
C3 3.001 -3.083 4.152
C4 3.769 -4.156 3.721
C5 4.224 -4.232 2.417
C6 3.902 -3.205 1.536
C7 3.138 -2.127 1.948
N1 2.790 -1.068 1.109
C8 2.922 -0.951 -0.230
O2 3.439 -1.757 -0.974
C9 2.362 0.380 -0.749
N2 1.360 0.921 0.149
C10 1.180 2.362 0.076
C11 0.373 2.796 -1.156
N3 -0.929 2.148 -1.226
C12 -1.914 2.661 -0.292
C13 -3.337 2.382 -0.781
O3 -4.275 2.284 -0.022
N4 -3.396 2.300 -2.134
C14 -4.494 2.064 -2.952
C15 -5.799 1.928 -2.484
C16 -6.836 1.699 -3.371
C17 -6.602 1.601 -4.732
C18 -5.311 1.734 -5.219
C19 -4.284 1.961 -4.329
F1 -3.015 2.091 -4.797
H2 -5.093 1.663 -6.272
H3 -7.416 1.423 -5.416
H4 -7.840 1.596 -2.990
H5 -5.982 2.003 -1.426
H6 -2.491 2.369 -2.595
H7 -1.811 3.749 -0.234
H8 -1.833 2.266 0.729
C20 -0.765 0.699 -1.152
C21 0.071 0.246 0.055
H9 0.240 -0.831 0.000
H10 -0.474 0.456 0.981
H11 -1.752 0.234 -1.110
H12 -0.278 0.382 -2.079
H13 0.231 3.879 -1.156
H14 0.919 2.524 -2.065
H15 2.159 2.844 0.075
H16 0.650 2.670 0.984
H17 2.016 0.213 -1.778
H18 3.206 1.076 -0.796
H19 2.285 -0.311 1.561
H20 4.239 -3.241 0.513
C22 5.069 -5.379 1.951
H21 4.790 -5.675 0.943
H22 4.965 -6.234 2.615
H23 6.119 -5.086 1.934
H24 4.007 -4.942 4.423
H25 2.661 -3.061 5.175
H26 0.851 0.082 4.920
H27 0.752 -1.682 5.144



3.
This record from the Open Molecules 2025 dataset describes a 11-piece molecular cluster, C4H29N2O12 overall at a distorted geometry. The level of theory is ωB97M-V with the def2-TZVPD basis set.

As for the energy above the lowest of the compared OMol25 structures with the same formula, charge and spin: 0.000 eV. Its spin multiplicity is 2. The calculation puts the HOMO energy (alpha / beta) at -10.5 / -10.5 eV. Its energy is -32165.3582 eV. The HOMO-LUMO gap (alpha / beta) is 10.35 / 6.04 eV. The charge is 0. Its expectation value of S² is 0.76.

Geometry (Å):
O1 1.127 -2.029 -1.012
C1 0.288 -1.274 -1.503
N1 -0.587 -1.739 -2.407
C2 -1.717 -1.045 -3.041
C3 0.196 0.183 -1.082
N2 1.009 0.379 0.126
C4 0.682 1.701 0.907
O2 -0.594 1.581 1.330
H1 -0.631 -2.731 -2.592
H2 -1.333 -0.525 -3.910
H3 -2.139 -0.275 -2.389
H4 -2.524 -1.750 -3.201
H5 0.686 0.714 -1.910
H6 -0.850 0.426 -0.955
H7 0.637 -0.315 0.799
H8 0.750 2.553 0.227
H9 1.373 1.635 1.736
H10 -1.157 -0.205 1.428
H11 -1.257 -1.616 0.757
O3 -0.944 -1.153 1.545
H12 3.845 -0.273 0.460
H13 3.193 -1.493 0.953
O4 4.077 -1.142 0.796
H14 -4.594 0.478 -0.238
H15 -3.366 0.692 0.537
O5 -3.643 0.343 -0.322
H16 -0.306 -1.651 3.719
H17 0.814 -1.380 2.597
O6 0.575 -1.829 3.396
H18 2.173 2.256 -1.034
H19 3.034 1.000 -0.974
O7 3.078 1.955 -0.960
H20 -2.230 1.440 2.338
H21 -2.970 2.592 2.308
O8 -3.189 1.640 2.352
H22 3.241 -1.188 -1.268
H23 4.004 -2.306 -1.657
O9 3.641 -1.507 -2.071
H24 -2.114 4.060 0.687
H25 -1.139 3.176 1.290
O10 -1.416 4.123 1.355
H26 1.307 -4.702 0.788
H27 1.390 -3.722 2.015
O11 1.692 -4.556 1.649
H28 -1.292 2.094 -0.472
H29 -1.704 3.033 -1.711
O12 -1.114 2.349 -1.387